DFT (ωB97M-V/def2-TZVPD) results for a molecular structure, C15H25O3SeY in a non-equilibrium geometry.

```
45
Properties=species:S:1:pos:R:3:forces:R:3:lowdin_charge:R:1
Y 8.2941 7.5168 7.3007 0.1 0.3 -0.8 1.4941
C 5.4608 8.5194 8.5722 -0.3 0.4 1.2 -0.0658
O 5.9192 7.5263 7.6638 1.0 -0.8 -1.1 -0.3412
C 5.2593 7.1864 6.4013 -1.0 0.7 -0.7 -0.1058
C 5.9168 8.0276 5.2922 1.2 -1.8 0.9 -0.0407
O 7.3488 7.5180 5.2185 -0.9 0.5 0.4 -0.3336
C 7.7588 6.4996 4.2704 1.1 -0.8 0.1 -0.1220
C 9.2887 6.6747 4.2023 -0.7 0.7 0.5 -0.1007
O 9.7405 6.4893 5.6048 -0.8 1.0 -0.2 -0.3474
C 11.1598 6.2667 5.8072 0.2 0.3 -1.4 -0.0195
H 4.4965 8.2345 9.0341 0.8 -0.2 0.1 0.1291
H 5.3123 9.4685 8.1243 -0.2 0.9 -1.0 0.0794
H 6.3173 8.7279 9.2684 -1.1 -0.6 -0.1 0.0936
H 4.1626 7.3519 6.3069 0.6 0.2 1.0 0.1660
H 5.3782 6.1117 6.3568 0.2 -0.2 -0.5 0.1353
H 5.9820 9.0256 5.6894 0.3 0.6 -0.1 0.0971
H 5.4926 8.0473 4.2951 -0.2 -0.3 0.0 0.1529
H 7.3666 6.7096 3.2790 -0.4 -0.1 0.0 0.1471
H 7.5237 5.4408 4.6122 -0.1 1.4 -0.3 0.1629
H 9.4751 7.7242 3.8418 0.3 -1.0 0.6 0.1608
H 9.7578 5.9479 3.5333 0.0 0.0 0.3 0.1506
H 11.3646 6.3843 6.8431 0.1 -0.1 1.0 0.0784
H 11.7795 7.0344 5.2867 -0.6 -0.7 0.1 0.1292
H 11.3485 5.2439 5.4777 0.4 0.2 0.0 0.1150
C 11.1153 14.9395 5.4991 -0.6 0.9 -1.3 -0.0416
C 10.6203 13.5485 5.7545 1.4 0.6 -0.2 -0.2568
C 9.5156 13.0611 5.1057 -1.8 -1.0 1.0 0.0106
C 8.8905 11.8800 5.6328 0.3 -0.6 -0.4 -0.2610
C 7.5307 11.2849 5.1410 0.5 1.3 -0.4 -0.0928
C 9.6160 11.1329 6.5867 1.7 2.5 -0.5 -0.5505
Se 8.5993 10.0635 7.6921 -0.8 -2.0 1.1 0.7750
C 10.9192 11.5853 7.0967 -1.8 -0.9 0.3 -0.2813
C 11.6687 10.8285 8.1643 -0.2 -0.7 -0.6 -0.0746
C 11.3888 12.7914 6.6710 -2.3 -0.5 -1.1 0.0037
H 10.4810 15.4707 4.7088 0.9 -0.6 1.2 0.1091
H 12.1524 14.9353 5.1427 -0.2 0.0 0.0 0.0911
H 11.1069 15.5114 6.4351 -0.1 0.0 -0.3 0.0951
H 8.9696 13.6876 4.3883 0.3 -0.4 0.3 0.1288
H 6.6805 11.3068 5.8609 0.8 0.1 -0.2 0.0708
H 7.7500 10.2620 4.8570 -0.2 -0.3 0.0 0.0337
H 7.1647 11.7953 4.2289 0.3 -0.1 0.5 0.0932
H 11.8920 9.8218 7.7807 0.3 0.2 0.0 0.0739
H 11.1301 10.6237 9.0880 -0.3 0.4 0.0 0.0600
H 12.5817 11.3561 8.4014 0.3 -0.1 0.1 0.0848
H 12.2525 13.1918 7.0999 1.3 0.6 0.5 0.1144
```
Forces are in eV/Å.

energy relative to the best compared isomer or geometry (same formula, charge and spin) = 0.8823 eV
net charge = +2